Record 1
Entry from the Open Molecules 2025 dataset: a cluster of 2 separate species, CHNS2 in total at a distorted geometry (wB97M-V/def2-TZVPD).

The value obtained for the LUMO energy (spin up / spin down) is -3.91 / -3.91 eV. Its HOMO-LUMO gap (spin up / spin down) is 6.23 / 6.22 eV. Its net charge is 0. The calculation puts the highest occupied orbital energy (spin up / spin down) at -10.135 / -10.133 eV.

```
5
Properties=species:S:1:pos:R:3:forces:R:3:mulliken_charge:R:1
C 2.7394 1.4343 -1.8106 2.00 3.94 0.15 0.391
N 3.2725 2.4870 -1.7162 -1.07 -2.51 -0.30 -0.336
S 0.4770 0.7055 0.5080 0.43 -1.00 -1.37 -0.127
S 1.9210 0.0422 -1.9134 -1.84 -0.36 2.20 -0.120
H 0.8022 1.8996 1.0580 0.48 -0.06 -0.68 0.192
```
Positions in Å, forces in eV/Å.

=====

Record 2
Entry from the Open Molecules 2025 dataset: a cluster of 2 separate species, CHO2S2 in total at a distorted geometry (wB97M-V/def2-TZVPD).

The value obtained for the LUMO energy (spin up / spin down) is 0.94 / 0.95 eV. Its HOMO-LUMO gap (spin up / spin down) is 4.14 / 4.14 eV. Its net charge is -1. The calculation puts the highest occupied orbital energy (spin up / spin down) at -3.197 / -3.193 eV.

```
6
Properties=species:S:1:pos:R:3:forces:R:3:mulliken_charge:R:1
C -1.1725 -0.3171 1.0428 -1.44 -1.37 -0.56 -0.067
O 4.7416 1.4135 0.8667 -0.51 -0.60 -0.59 -0.319
O -1.9772 -1.1247 0.5274 1.04 0.32 0.82 -0.591
S -0.9669 1.2721 0.6012 0.46 1.46 -0.34 -0.573
S 3.8809 0.5371 0.0071 0.43 0.62 0.61 0.308
H -0.5501 -0.6161 1.9060 0.02 -0.43 0.05 0.243
```
Positions in Å, forces in eV/Å.

=====

Record 3
Entry from the Open Molecules 2025 dataset: a structure of composition CHO2Tb at a distorted geometry (wB97M-V/def2-TZVPD).

The value obtained for the LUMO energy (spin up / spin down) is -4.72 / -6.03 eV. Its HOMO-LUMO gap (spin up / spin down) is 7.40 / 6.10 eV. Its multiplicity is 8. Its net charge is +1. The calculation puts the highest occupied orbital energy (spin up / spin down) at -12.121 / -12.133 eV.

```
5
Properties=species:S:1:pos:R:3:forces:R:3:mulliken_spin:R:1
H 2.3795 -0.0689 0.1440 -1.28 1.08 0.47 0.004
O -0.0169 -0.4074 -1.3712 -1.13 0.66 1.06 -0.007
O 1.4299 0.2527 0.0809 1.50 -0.64 1.45 -0.012
C 1.1887 -0.1043 -1.2762 -0.38 -0.68 -1.43 -0.030
Tb -0.9519 0.1852 0.7975 1.29 -0.42 -1.55 7.046
```
Positions in Å, forces in eV/Å.

=====

Record 4
Entry from the Open Molecules 2025 dataset: a structure of composition CHO3PS at a distorted geometry (wB97M-V/def2-TZVPD).

The value obtained for the LUMO energy (spin up / spin down) is -1.67 / -1.67 eV. Its HOMO-LUMO gap (spin up / spin down) is 7.98 / 7.98 eV. Its net charge is 0. The calculation puts the highest occupied orbital energy (spin up / spin down) at -9.651 / -9.647 eV.

```
7
Properties=species:S:1:pos:R:3:forces:R:3:mulliken_charge:R:1
C 0.3538 0.3421 -0.5003 2.60 -1.30 0.70 -0.447
O 1.7926 2.7317 0.2232 0.01 0.26 0.64 -0.548
O 2.2817 -1.9106 0.8424 0.15 -0.64 0.46 -0.365
O 2.8839 0.3931 -0.1634 -0.35 -0.47 0.25 -0.311
P 1.5656 1.3014 0.1447 0.19 -1.61 -2.14 0.805
S 2.2372 -1.2508 -0.4220 -2.17 3.88 0.04 0.529
H -0.6229 0.0912 -0.1486 -0.43 -0.12 0.05 0.338
```
Positions in Å, forces in eV/Å.

=====

Record 5
Entry from the Open Molecules 2025 dataset: a structure of composition CHO3PS at a distorted geometry (wB97M-V/def2-TZVPD).

The value obtained for the LUMO energy (spin up / spin down) is -1.91 / -1.74 eV. Its HOMO-LUMO gap (spin up / spin down) is 7.47 / 8.26 eV. Its net charge is 0. The calculation puts the highest occupied orbital energy (spin up / spin down) at -9.384 / -10.000 eV.

```
7
Properties=species:S:1:pos:R:3:forces:R:3:mulliken_charge:R:1
C 0.1425 -1.2228 -0.5993 -1.24 -0.36 0.89 -0.450
O -2.3145 0.4706 -0.5838 -0.16 -0.32 0.15 -0.546
O 1.3757 0.8128 1.7259 0.92 0.00 0.92 -0.362
O 0.0556 1.3304 -0.2221 0.14 0.40 -0.30 -0.253
P -0.9479 0.0655 -0.2920 2.16 -1.10 -0.89 0.852
S 1.5994 0.8890 0.3021 -1.88 -0.77 -0.43 0.481
H 0.0891 -2.3455 -0.3307 0.05 2.16 -0.34 0.278
```
Positions in Å, forces in eV/Å.

=====

Record 6
Entry from the Open Molecules 2025 dataset: the ion CHO3S with charge -1 at a distorted geometry (wB97M-V/def2-TZVPD).

The value obtained for the LUMO energy is 3.58 eV. Its HOMO-LUMO gap is 7.66 eV. Its net charge is -1. As for the structure (SMILES): O=C([O-])OS. The calculation puts the highest occupied orbital energy at -4.085 eV.

```
6
Properties=species:S:1:pos:R:3:forces:R:3:mulliken_charge:R:1
O 0.2593 0.1623 1.2692 -1.18 -0.72 -0.54 -0.735
C -0.4890 -0.5758 0.5715 3.10 2.19 0.53 0.707
O -1.3021 -1.4186 0.7950 -1.53 -1.29 0.28 -0.614
O -0.2535 -0.3980 -0.8848 -0.50 -0.11 -0.24 -0.306
S 0.8616 0.6644 -1.4384 0.25 1.26 1.39 -0.183
H 0.9237 1.5657 -0.3125 -0.15 -1.32 -1.41 0.131
```
Positions in Å, forces in eV/Å.

=====

Record 7
Entry from the Open Molecules 2025 dataset: the ion CHO3S3 with charge -1 at a distorted geometry (wB97M-V/def2-TZVPD).

The value obtained for the LUMO energy is 2.96 eV. Its HOMO-LUMO gap is 6.64 eV. Its net charge is -1. As for the structure (SMILES): O=S([O-])#S(=O)C=S. The calculation puts the highest occupied orbital energy at -3.684 eV.

```
8
Properties=species:S:1:pos:R:3:forces:R:3:mulliken_charge:R:1
O 0.9923 -1.8827 -0.4078 -0.21 0.20 1.42 -0.492
S 0.3534 -1.6250 0.9056 1.29 -0.66 -1.53 0.598
O -0.7996 -2.4704 1.1486 -0.48 -0.01 0.27 -0.519
S -0.7194 0.5519 0.4926 0.63 1.35 -0.96 0.269
O -0.5945 1.3663 1.7472 -0.03 0.02 0.33 -0.648
C 0.2500 1.2801 -0.8409 -2.60 -0.11 0.29 -0.211
S 0.2672 0.3696 -2.1967 0.52 0.39 -0.21 -0.301
H 0.2505 2.4102 -0.8486 0.88 -1.18 0.38 0.303
```
Positions in Å, forces in eV/Å.

=====

Record 8
Entry from the Open Molecules 2025 dataset: a structure of composition CHO3Y at a distorted geometry (wB97M-V/def2-TZVPD).

The value obtained for the LUMO energy is -12.20 eV. Its HOMO-LUMO gap is 8.92 eV. Its net charge is +2. The calculation puts the highest occupied orbital energy at -21.124 eV.

```
6
Properties=species:S:1:pos:R:3:forces:R:3:mulliken_charge:R:1
O -1.4299 -0.3400 0.4109 -0.01 -0.80 -1.77 -0.369
C -0.3550 0.3436 0.2065 0.42 -7.85 0.67 1.033
O 0.1907 -0.2083 -0.8722 3.72 3.19 -2.83 -0.716
O 0.5334 0.5608 1.0913 1.27 4.03 0.37 -0.532
H -1.0941 -1.1343 -0.4337 -2.57 2.76 2.81 0.535
Y 2.1549 0.7782 -0.4028 -2.82 -1.33 0.75 2.049
```
Positions in Å, forces in eV/Å.

=====

Record 9
Entry from the Open Molecules 2025 dataset: a structure of composition CI2NO2 at a distorted geometry (wB97M-V/def2-TZVPD).

The value obtained for the LUMO energy is 2.95 eV. Its HOMO-LUMO gap is 6.98 eV. Its net charge is -1. The calculation puts the highest occupied orbital energy at -4.039 eV.

```
6
Properties=species:S:1:pos:R:3:forces:R:3:mulliken_charge:R:1
C -0.8684 0.5670 0.4140 2.46 0.26 3.35 0.751
N 0.3220 -0.8590 -0.5522 -0.35 0.62 0.81 -0.630
O -0.3178 0.9287 1.4289 -0.08 -0.45 -1.49 -0.538
O -1.8391 0.5891 -0.2081 -2.36 -0.12 -2.37 -0.444
I 1.5441 -1.4503 1.0854 0.17 0.07 -1.03 -0.065
I 1.1591 0.2245 -2.1681 0.16 -0.39 0.72 -0.073
```
Positions in Å, forces in eV/Å.

=====

Record 10
Entry from the Open Molecules 2025 dataset: a structure of composition CIN3S at a distorted geometry (wB97M-V/def2-TZVPD).

The value obtained for the LUMO energy is -0.93 eV. Its HOMO-LUMO gap is 8.26 eV. Its net charge is 0. The calculation puts the highest occupied orbital energy at -9.190 eV.

```
6
Properties=species:S:1:pos:R:3:forces:R:3:mulliken_charge:R:1
C 1.0141 -0.0584 0.1333 -0.84 -0.43 -1.46 -0.203
N -1.2068 0.6696 1.3046 -0.18 0.39 0.97 -0.433
N -1.5823 0.2330 0.3319 1.12 0.88 1.81 0.852
N -1.5159 -0.2632 -0.7503 -0.45 -1.65 -3.20 -0.566
S 0.2342 -0.6201 -1.1813 0.36 0.93 1.84 0.178
I 3.0568 0.0391 0.1618 -0.02 -0.11 0.05 0.172
```
Positions in Å, forces in eV/Å.

=====

The records above yield E_tot values of -889.719745; -985.541638; -1013.284104; -1003.855791; -1003.831642; -662.668843; -1458.997348; -301.973092; -838.752658; -898.090522 hartree, respectively.